No. 1
The following is a quantum chemistry calculation of a molecular structure, C10H13BClNO5Pd, from OMol25.

Its spin multiplicity is 5. The calculation puts the HOMO-LUMO gap (spin up / spin down) at 9.57 / 5.98 eV. Its lowest unoccupied orbital energy (spin up / spin down) is 0.155 / -3.771 eV. As for the charge: 0.

The geometry in XYZ format:
```
32
C10H13BClNO5Pd (ωB97M-V/def2-TZVPD)
Pd 0.38 -0.35 -1.89
O 1.62 3.46 -0.94
C 0.90 2.51 -1.03
O 0.14 1.91 -1.76
C 0.97 1.72 0.64
C -0.28 0.88 0.85
C -0.33 0.56 2.35
C 0.82 -0.48 2.49
C 1.35 -0.55 1.05
O 0.12 -0.40 0.30
C 2.11 0.73 0.70
C 2.99 0.56 -0.61
O 4.13 0.95 -0.54
O 2.42 -0.01 -1.61
H 1.06 2.61 1.25
H -1.20 1.21 0.38
H -1.30 0.12 2.59
H -0.19 1.44 2.96
H 0.43 -1.45 2.80
H 1.59 -0.18 3.19
H 1.83 -1.48 0.76
H 2.82 1.02 1.47
B -4.11 -0.34 -1.08
C -2.73 -0.42 -1.79
N -1.68 -0.43 -2.27
H -3.96 0.45 -0.17
H -4.93 0.06 -1.87
H -4.37 -1.45 -0.66
Cl 1.37 -2.97 -1.98
C -0.33 -3.10 -1.88
H -0.75 -3.32 -0.91
H -0.86 -3.26 -2.80
```

***

No. 2
The following is a quantum chemistry calculation of 5 unconnected molecules or ions with the total composition C10H13Cl16N4, from OMol25.

Its spin multiplicity is 1. The calculation puts the HOMO-LUMO gap at 9.26 eV. Its lowest unoccupied orbital energy is -3.366 eV. As for the charge: +1.

The geometry in XYZ format:
```
43
C10H13Cl16N4 (ωB97M-V/def2-TZVPD)
C 4.11 -2.00 0.85
C 3.64 -1.22 -0.51
C 2.75 0.13 -0.27
C 3.62 1.52 -0.10
N 1.76 0.06 0.88
C 0.45 -0.33 0.68
N -0.55 -0.37 1.86
C -1.83 -0.81 1.16
N -1.59 -1.06 -0.32
N -0.26 -0.78 -0.59
H 5.22 -1.66 1.12
H 4.21 -3.15 0.57
H 3.38 -1.90 1.76
H 3.05 -1.96 -1.21
H 4.64 -0.88 -1.06
H 2.09 0.28 -1.25
H 2.84 2.41 -0.16
H 4.47 1.60 -0.91
H 4.03 1.56 1.02
H 2.04 0.35 1.84
H -2.92 -0.97 1.62
H -2.24 -1.37 -1.08
H 0.21 -0.86 -1.53
C -2.52 2.01 4.19
Cl -1.16 2.23 3.06
Cl -3.50 0.61 3.67
Cl -1.89 1.71 5.83
Cl -3.53 3.47 4.20
C 0.17 3.83 -1.52
Cl 0.68 4.21 -3.18
Cl -1.42 4.57 -1.20
Cl 0.04 2.06 -1.33
Cl 1.36 4.46 -0.36
C -0.43 -3.55 -3.55
Cl -0.71 -4.58 -4.97
Cl 0.06 -4.56 -2.16
Cl 0.85 -2.37 -3.91
Cl -1.94 -2.68 -3.14
C -5.83 0.00 0.00
Cl -6.11 -1.04 -1.42
Cl -5.34 -1.01 1.38
Cl -4.55 1.18 -0.37
Cl -7.34 0.86 0.40
```

***

No. 3
The following is a quantum chemistry calculation of a molecular structure, C10H13F6NNiO4S2, from OMol25.

The calculation puts the relative energy (zero: lowest compared OMol25 entry of this formula, charge and spin) at 49.1 kcal per mole. Its spin multiplicity is 3. The calculation puts the HOMO-LUMO gap (spin up / spin down) at 8.67 / 8.02 eV. Its lowest unoccupied orbital energy (spin up / spin down) is -0.073 / -1.786 eV. As for the charge: 0.

The geometry in XYZ format:
```
37
C10H13F6NNiO4S2 (ωB97M-V/def2-TZVPD)
C -1.40 -0.92 -1.58
C 1.48 -0.42 -2.24
C -1.52 0.20 -2.39
H -1.96 -1.18 -0.69
C 1.39 0.89 -1.60
H 2.52 -0.73 -2.32
H -1.31 -0.11 -3.43
H 2.33 1.26 -1.20
C -1.04 1.67 -2.33
H -1.82 2.35 -1.92
H -0.90 1.97 -3.38
C -0.54 -2.01 -2.22
H -1.12 -2.63 -2.90
H -0.08 -2.70 -1.48
C 0.57 -1.27 -3.07
H 0.16 -0.69 -3.91
H 1.16 -2.06 -3.56
C 0.33 1.96 -1.65
H 0.75 2.83 -2.18
H 0.16 2.33 -0.62
Ni 0.51 -0.33 -0.78
H -2.63 -0.08 -2.39
F -0.39 3.61 3.80
C -0.40 2.26 3.95
F 0.31 1.94 5.05
F -1.68 1.86 4.13
S 0.31 1.46 2.44
O -0.62 1.79 1.37
O 1.69 1.87 2.35
N 0.08 -0.03 3.01
S 0.72 -1.31 2.33
O -0.09 -1.83 1.22
O 2.16 -1.29 2.20
C 0.30 -2.45 3.74
F 0.90 -2.07 4.89
F -1.04 -2.46 3.93
F 0.70 -3.70 3.44
```

***

No. 4
The following is a quantum chemistry calculation of 2 unconnected molecules or ions with the total composition C10H13FN, from OMol25.

The calculation puts the relative energy (zero: lowest compared OMol25 entry of this formula, charge and spin) at 140.4 kcal per mole. Its spin multiplicity is 1. The calculation puts the HOMO-LUMO gap at 9.63 eV. Its lowest unoccupied orbital energy is -3.313 eV. As for the charge: +1.

The geometry in XYZ format:
```
25
C10H13FN (ωB97M-V/def2-TZVPD)
C -1.33 -0.43 0.48
C -0.17 0.08 -0.05
C 0.95 -3.58 -3.13
C -2.33 -0.90 0.96
C 0.83 0.42 -0.62
C 1.77 -2.68 -2.94
C -2.60 -1.90 3.16
C 1.53 1.81 -2.35
C 2.79 1.72 -0.15
C -3.33 -1.35 1.93
N 2.04 1.02 -1.20
F 2.47 -1.65 -2.70
H 0.38 -4.38 -3.35
H -1.75 -1.39 3.52
H -2.24 -2.93 2.85
H -3.21 -1.86 4.00
H 0.82 2.49 -2.04
H 2.38 2.13 -2.81
H 1.03 1.18 -3.00
H 3.83 1.65 -0.28
H 2.38 2.67 -0.05
H 2.70 1.29 0.89
H -4.05 -0.54 2.07
H -3.87 -2.32 1.55
H 2.78 0.29 -1.62
```

***

No. 5
The following is a quantum chemistry calculation of 2 unconnected molecules or ions with the total composition C10H13N2, from OMol25.

The calculation puts the relative energy (zero: lowest compared OMol25 entry of this formula, charge and spin) at 87.4 kcal per mole. Its spin multiplicity is 1. The calculation puts the HOMO-LUMO gap at 6.76 eV. Its lowest unoccupied orbital energy is -5.052 eV. As for the charge: +1.

The geometry in XYZ format:
```
25
C10H13N2 (ωB97M-V/def2-TZVPD)
C 3.54 -0.31 -0.06
C 2.57 -0.91 0.39
C -4.06 -0.61 0.12
C -3.62 0.59 0.68
C -3.09 -1.34 -0.55
C -2.34 1.09 0.54
C -1.76 -0.93 -0.62
C -1.37 0.31 -0.04
C 4.55 0.27 -0.91
C -0.02 0.79 -0.35
N 0.60 1.77 0.20
N 1.52 -1.37 1.15
H -5.13 -0.83 0.24
H -4.35 1.19 1.22
H -3.52 -2.28 -0.92
H -2.06 2.02 1.01
H -0.90 -1.45 -1.16
H 5.24 0.95 -0.32
H 5.16 -0.53 -1.35
H 4.09 0.81 -1.59
H 0.60 -0.05 -0.78
H 0.22 2.68 0.43
H 1.56 1.91 -0.18
H 1.71 -1.76 2.11
H 0.87 -1.98 0.73
```

***

No. 6
The following is a quantum chemistry calculation of 2 unconnected molecules or ions with the total composition C10H13N2O, from OMol25.

The calculation puts the relative energy (zero: lowest compared OMol25 entry of this formula, charge and spin) at 138.5 kcal per mole. Its spin multiplicity is 1. The calculation puts the HOMO-LUMO gap (spin up / spin down) at 9.25 / 5.89 eV. Its lowest unoccupied orbital energy (spin up / spin down) is -3.971 / -6.531 eV. As for the charge: +1.

The geometry in XYZ format:
```
26
C10H13N2O (ωB97M-V/def2-TZVPD)
C 0.14 -0.02 3.35
C 0.83 0.98 2.73
C -0.44 -1.09 2.64
C 0.78 1.08 1.37
C -0.28 -1.13 1.28
C 0.15 0.06 0.69
C -3.23 -0.54 -1.71
C 1.96 -0.34 -2.45
C 0.94 -0.72 -1.40
C 0.00 1.50 -1.36
N -2.34 -0.43 -0.90
N 0.19 0.24 -0.70
O -3.98 -0.65 -2.57
H 0.38 -0.19 4.42
H 1.64 1.60 3.15
H -0.94 -1.91 3.17
H 1.43 1.82 0.71
H -0.52 -1.94 0.51
H 2.35 -1.06 -3.02
H 2.10 0.68 -2.69
H 0.23 -1.28 -2.04
H 1.42 -1.40 -0.68
H 0.12 1.43 -2.48
H -0.98 1.86 -1.08
H 0.60 2.23 -0.95
H -2.55 -0.77 0.02
```

***

No. 7
The following is a quantum chemistry calculation of a gas-phase ion, C10H13N4 (charge +1), from OMol25.

The calculation puts the relative energy (zero: lowest compared OMol25 entry of this formula, charge and spin) at 59.7 kcal per mole. Its spin multiplicity is 1. The calculation puts the HOMO-LUMO gap at 9.04 eV. Its lowest unoccupied orbital energy is -3.738 eV. As for the charge: +1. Its SMILES is [H]/N=C1\N/C(=N\[NH+](C)C)c2ccccc21.

The geometry in XYZ format:
```
27
C10H13N4 (ωB97M-V/def2-TZVPD)
H 2.37 1.83 2.65
N 1.76 1.07 2.84
C 0.96 0.60 2.01
N 0.98 0.81 0.55
C -0.01 0.13 -0.10
N -0.22 0.08 -1.40
N 0.73 0.82 -2.25
C 1.40 -0.18 -3.06
C -0.11 1.83 -3.10
C -0.72 -0.56 0.91
C -1.71 -1.57 0.81
C -2.15 -2.19 1.94
C -1.72 -1.78 3.17
C -0.68 -0.83 3.33
C -0.20 -0.26 2.18
H 1.48 1.67 0.38
H 1.34 1.42 -1.66
H 0.74 -0.88 -3.37
H 1.95 0.47 -3.76
H 2.15 -0.74 -2.40
H -0.81 2.15 -2.43
H 0.50 2.66 -3.60
H -0.55 1.28 -3.80
H -2.35 -1.83 -0.14
H -2.86 -2.90 1.78
H -2.06 -2.29 4.11
H -0.18 -0.81 4.40
```

***

No. 8
The following is a quantum chemistry calculation of a single C10H13NO4 molecule, from OMol25.

The calculation puts the relative energy (zero: lowest compared OMol25 entry of this formula, charge and spin) at 0.0 kcal per mole. Its spin multiplicity is 1. The calculation puts the HOMO-LUMO gap at 9.93 eV. Its lowest unoccupied orbital energy is 0.406 eV. As for the charge: 0. Its SMILES is CCCC(=O)CC(=O)NC1=CCOC1=O.

The geometry in XYZ format:
```
28
C10H13NO4 (ωB97M-V/def2-TZVPD)
C 2.89 0.82 -2.23
C 1.88 1.45 -1.25
C 0.44 0.97 -1.36
C -0.50 1.60 -0.27
O -0.08 2.39 0.54
C -1.93 1.21 -0.18
C -2.04 -0.05 0.66
O -2.21 -1.10 0.03
N -2.00 -0.02 2.06
C -1.98 -1.10 2.98
C -1.88 -2.43 2.72
C -2.06 -3.19 4.01
O -2.09 -2.19 5.07
C -2.06 -1.01 4.45
O -2.17 0.06 5.00
H 3.05 -0.26 -2.01
H 3.87 1.36 -2.16
H 2.60 0.98 -3.26
H 2.25 1.23 -0.22
H 1.92 2.52 -1.41
H 0.34 -0.09 -1.29
H 0.05 1.22 -2.37
H -2.53 1.96 0.29
H -2.35 1.08 -1.18
H -1.87 0.93 2.46
H -1.77 -2.85 1.71
H -1.29 -3.95 4.22
H -3.02 -3.70 4.02
```

***

No. 9
The following is a quantum chemistry calculation of 2 unconnected molecules or ions with the total composition C10H13O2, from OMol25.

The calculation puts the relative energy (zero: lowest compared OMol25 entry of this formula, charge and spin) at 43.7 kcal per mole. Its spin multiplicity is 1. The calculation puts the HOMO-LUMO gap at 7.19 eV. Its lowest unoccupied orbital energy is 3.500 eV. As for the charge: -1.

The geometry in XYZ format:
```
25
C10H13O2 (ωB97M-V/def2-TZVPD)
C 0.55 -2.73 0.62
C 0.83 -1.73 1.76
O 1.66 -2.07 2.60
O 0.27 -0.63 1.81
H 0.90 -3.70 0.67
H 1.07 -2.32 -0.30
H -0.59 -2.83 0.36
C 1.37 1.17 -0.19
C 1.63 2.20 0.96
C 0.05 0.86 -0.80
C -1.08 1.37 -0.19
C -0.07 0.27 -2.06
C -2.36 1.16 -0.76
C -1.33 0.06 -2.60
C -2.45 0.48 -1.95
H 2.10 1.21 -0.96
H 1.71 0.20 0.32
H 1.44 1.75 1.94
H -1.30 1.95 0.69
H 0.85 -0.20 -2.59
H -3.14 1.59 -0.12
H -1.60 -0.27 -3.56
H -3.43 0.18 -2.31
H 0.88 2.89 0.92
H 2.71 2.45 0.86
```

***

No. 10
The following is a quantum chemistry calculation of 2 unconnected molecules or ions with the total composition C10H13O3, from OMol25.

The calculation puts the relative energy (zero: lowest compared OMol25 entry of this formula, charge and spin) at 19.6 kcal per mole. Its spin multiplicity is 1. The calculation puts the HOMO-LUMO gap at 6.64 eV. Its lowest unoccupied orbital energy is 2.670 eV. As for the charge: -1.

The geometry in XYZ format:
```
26
C10H13O3 (ωB97M-V/def2-TZVPD)
C 2.74 0.33 0.28
C 2.00 1.46 0.96
C 4.30 0.47 0.44
O 4.69 0.41 1.62
O 4.93 0.67 -0.62
H 2.52 -0.62 0.78
H 2.49 0.18 -0.78
H 2.51 1.79 1.86
H 0.99 1.16 1.28
H 1.85 2.31 0.29
C -5.10 0.68 -0.44
C -1.12 -1.01 -0.31
C -1.61 -0.27 0.76
C -1.96 -1.23 -1.40
C -2.89 0.27 0.70
C -3.23 -0.69 -1.44
C -3.73 0.08 -0.39
O 0.10 -1.57 -0.34
H 0.67 -1.29 0.40
H -0.99 -0.05 1.63
H -1.53 -1.74 -2.25
H -3.24 0.85 1.54
H -3.90 -0.87 -2.27
H -5.71 0.43 0.44
H -5.66 0.34 -1.32
H -5.07 1.77 -0.47
```

***

No. 11
The following is a quantum chemistry calculation of a molecular structure, C10H14BBeIN6, from OMol25.

The calculation puts the relative energy (zero: lowest compared OMol25 entry of this formula, charge and spin) at 115.7 kcal per mole. Its spin multiplicity is 1. The calculation puts the HOMO-LUMO gap at 7.11 eV. Its lowest unoccupied orbital energy is 0.528 eV. As for the charge: 0.

The geometry in XYZ format:
```
33
C10H14BBeIN6 (ωB97M-V/def2-TZVPD)
H 3.17 -0.65 -1.76
N 1.22 -0.05 -1.15
B -1.13 0.74 -1.07
N 0.13 0.47 -1.85
C 0.44 0.65 -3.13
Be 0.86 -0.48 0.35
H -0.34 1.02 -3.77
C 1.77 0.23 -3.33
H 2.31 0.25 -4.29
C 2.21 -0.21 -2.06
H -1.99 1.19 -1.72
C 1.33 -1.03 2.51
H 2.23 -1.42 2.91
H 0.57 -1.79 2.73
H 1.08 -0.15 3.04
N -0.71 1.57 0.13
N -1.52 -0.62 -0.46
N 0.30 1.11 0.98
N -0.64 -1.27 0.37
C -1.12 2.78 0.51
C -2.62 -1.37 -0.58
H -1.91 3.17 -0.10
H -3.39 -0.98 -1.17
C -0.40 3.16 1.63
C -2.44 -2.54 0.17
C 0.49 2.09 1.90
C -1.17 -2.46 0.75
H -0.52 4.10 2.19
H -3.15 -3.33 0.27
H 1.27 1.97 2.68
H -0.58 -3.17 1.35
H 1.91 -0.57 1.35
I 2.34 -2.39 0.63
```

***

No. 12
The following is a quantum chemistry calculation of a molecular structure, C10H14BClN6O4Zn, from OMol25.

The calculation puts the relative energy (zero: lowest compared OMol25 entry of this formula, charge and spin) at 0.0 kcal per mole. Its spin multiplicity is 1. The calculation puts the HOMO-LUMO gap at 4.66 eV. Its lowest unoccupied orbital energy is -2.383 eV. As for the charge: 0.

The geometry in XYZ format:
```
37
C10H14BClN6O4Zn (ωB97M-V/def2-TZVPD)
H -0.30 -3.92 -1.63
N -1.10 -2.04 -1.00
B -1.61 0.49 -0.81
N -1.00 -0.76 -1.50
C -0.37 -0.81 -2.70
Zn -1.81 -2.58 0.76
H -0.25 0.07 -3.31
C 0.03 -2.12 -2.93
H 0.58 -2.49 -3.77
C -0.43 -2.86 -1.84
H -2.67 0.80 -1.27
C 2.20 0.35 1.30
H 1.70 -0.39 1.94
H 1.47 0.68 0.48
H 2.49 1.21 1.92
N -0.57 1.61 -1.11
N -1.61 0.42 0.74
N 0.68 1.54 -0.57
N -1.70 -0.74 1.47
C -0.69 2.72 -1.88
C -1.56 1.47 1.60
H -1.62 2.94 -2.39
H -1.59 2.49 1.27
C 0.53 3.39 -1.84
C -1.49 0.96 2.89
C 1.36 2.62 -1.01
C -1.56 -0.43 2.77
H 0.78 4.31 -2.34
H -1.40 1.52 3.81
H 2.39 2.79 -0.73
H -1.52 -1.19 3.55
H 2.92 -0.98 0.56
O 1.64 -2.15 2.89
Cl 1.34 -3.07 1.75
O -0.18 -3.42 1.80
O 1.60 -2.33 0.45
O 3.33 -0.12 0.71
```

***

Max |F| for the records above, in order: 0.547, 7.993, 9.036, 5.974, 5.170, 4.892, 5.089, 3.429, 3.966, 0.908, 7.092, 4.176 eV/A